C39H62CuN5O5P2S2 as an isolated structure, computed with ωB97M-V with the def2-TZVPD basis set.

Each line ends with the Löwdin spin population.
Geometry (Å):
C  14.458  13.121  14.200  0.001
N  9.307  11.146  9.970  0.002
C  8.706  10.192  9.182  0.000
C  13.399  13.383  13.278  0.000
C  6.965  9.600  6.632  0.000
C  12.956  12.751  9.520  0.000
C  6.787  8.572  9.642  0.000
C  12.996  11.366  10.203  0.000
C  16.056  14.001  12.594  0.002
C  7.660  14.933  14.237  0.000
H  11.776  17.374  15.697  0.000
O  7.999  8.007  14.365  0.024
H  6.982  16.419  12.824  0.000
C  9.923  14.159  16.460  0.000
C  11.981  12.305  15.881  0.009
H  15.241  14.632  10.731  0.000
C  12.402  16.843  10.995  0.000
C  9.530  19.528  9.170  0.000
H  13.616  11.287  11.085  0.000
H  7.333  14.918  12.025  0.000
N  7.914  17.631  6.442  0.000
H  6.104  13.417  14.366  0.000
C  7.023  7.236  15.136  0.008
H  9.798  17.752  12.599  0.000
H  7.700  12.704  14.279  0.000
H  6.905  7.176  7.969  0.000
C  10.003  16.742  14.524  0.000
C  10.350  13.957  15.159  0.008
C  7.146  13.553  14.680  0.000
C  11.518  16.864  14.744  0.000
C  6.569  10.430  7.852  0.000
C  10.597  13.511  17.484  0.007
Cu  10.677  13.557  12.159  0.001
C  7.431  20.029  8.053  0.000
C  7.142  9.985  9.231  0.000
C  12.495  15.651  9.986  0.000
C  8.702  17.856  7.551  0.000
H  11.974  11.014  10.392  0.000
H  14.142  12.636  15.130  0.000
C  11.494  13.149  14.848  0.007
O  9.385  9.476  8.392  0.000
H  9.845  20.595  8.938  0.000
H  7.382  15.601  15.085  0.000
H  11.738  11.720  8.022  0.000
C  13.708  13.876  12.010  0.001
H  11.557  15.649  9.406  0.000
H  6.567  8.588  6.604  0.000
C  7.794  16.259  6.004  0.000
P  12.398  13.979  10.838  0.000
H  6.536  19.619  7.616  0.000
C  7.535  18.643  5.509  0.000
C  9.420  17.857  13.663  0.000
H  6.184  7.878  15.523  0.000
H  8.470  7.552  8.756  0.000
H  11.195  13.372  8.339  0.000
H  6.554  19.154  5.796  0.000
H  10.373  18.920  9.040  0.000
H  8.056  9.470  6.731  0.000
H  12.804  11.611  15.610  0.000
H  5.851  15.116  12.982  0.000
N  8.568  19.110  8.140  0.000
H  6.692  10.126  5.736  0.000
H  6.735  12.658  11.271  0.000
H  12.691  13.119  7.397  0.000
H  9.754  18.816  13.982  0.000
H  5.478  10.562  7.942  0.000
C  6.913  15.362  12.944  0.000
C  11.609  12.582  17.200  -0.002
H  7.225  20.370  9.066  0.000
H  12.739  17.741  10.493  0.000
C  15.779  13.416  13.866  0.000
C  13.545  15.860  8.897  0.000
H  9.114  19.540  10.211  0.000
H  12.157  15.981  14.727  0.000
O  9.088  13.128  11.191  0.000
H  14.357  15.155  9.012  0.000
H  13.079  15.676  7.919  0.000
H  7.256  6.503  9.585  0.000
H  8.386  15.985  5.072  0.000
H  7.161  13.464  15.751  0.000
H  8.049  15.561  6.802  0.000
H  7.029  8.441  10.702  0.000
S  8.696  9.043  16.720  0.179
H  8.364  19.383  5.430  0.000
H  7.371  18.167  4.505  0.000
N  7.211  12.017  10.632  0.000
C  15.028  14.205  11.677  0.000
H  7.456  6.708  15.960  0.002
H  16.592  13.293  14.603  0.000
C  12.066  12.732  8.264  0.000
H  14.064  16.852  8.933  0.000
O  5.321  10.837  10.655  0.000
H  6.589  6.520  14.398  0.001
S  9.427  10.059  14.032  0.689
H  7.763  20.918  7.501  0.000
H  9.583  16.802  15.542  0.000
C  8.718  8.969  15.066  0.049
H  13.411  10.627  9.539  0.000
H  11.425  16.970  11.425  0.000
C  6.444  10.924  10.245  0.000
H  14.024  12.991  9.269  0.000
H  5.711  8.545  9.560  0.000
C  8.611  12.098  10.617  0.001
P  9.550  15.020  13.854  0.000
H  12.109  12.071  17.964  0.000
N  12.060  13.225  13.601  0.008
H  6.929  11.501  7.678  0.000
H  8.338  17.770  13.591  0.000
H  17.044  14.328  12.340  0.000
H  9.179  14.941  16.692  0.000
H  6.763  16.097  5.655  0.000
O  9.452  16.949  7.985  0.000
H  13.097  16.673  11.793  0.000
H  10.346  13.626  18.551  0.000
H  11.871  17.467  13.878  0.000
C  7.397  7.360  8.897  0.000

Cartesian forces, eV/Å:
C 0.1 -0.2 -0.2
N 0.0 0.3 0.0
C 0.8 -0.2 -0.4
C -0.9 -0.5 1.7
C 0.9 -0.2 0.9
C 0.8 -0.1 0.9
C 0.0 -0.8 -0.1
C -0.7 -0.1 -0.4
C -0.5 -0.3 0.7
C 0.0 -0.1 -0.2
H -0.3 0.0 -0.6
O 0.0 0.5 1.4
H 0.0 0.9 -0.2
C 0.5 0.0 0.4
C 0.5 0.7 0.1
H 0.2 0.3 -0.8
C 0.6 -1.1 -0.9
C -1.1 1.8 -0.6
H 0.0 0.4 0.5
H 0.0 0.0 0.5
N 0.2 -0.7 0.4
H 0.1 0.1 0.0
C -1.1 0.4 -1.2
H -0.4 0.0 1.0
H 0.2 0.1 -0.1
H -0.2 -0.3 -0.6
C -0.1 -1.1 1.0
C -0.4 0.9 -0.6
C 0.1 -0.3 -0.4
C 0.7 1.2 -0.9
C -0.1 1.4 -0.1
C 0.3 -0.8 1.2
Cu 0.4 0.5 0.2
C 1.0 0.2 0.1
C 0.8 0.7 -0.2
C -1.0 0.5 -0.1
C 0.8 -1.1 0.8
H 0.1 0.2 0.3
H 0.8 0.6 -0.4
C 0.2 -0.4 0.1
O -1.4 1.5 1.8
H -0.4 -1.1 0.3
H 0.4 0.0 -0.7
H 0.0 0.1 0.1
C 1.5 0.3 -0.5
H 0.0 0.0 0.5
H -0.4 0.2 0.1
C -0.2 -0.7 -1.4
P -0.5 0.6 -1.8
H 0.0 -0.2 0.1
C -0.8 0.8 -0.8
C 0.6 -1.3 -1.7
H 1.0 -0.4 -0.4
H -0.4 -0.4 -0.1
H -0.2 0.1 0.1
H 1.3 -0.5 -0.7
H 1.2 -1.0 0.4
H -0.3 0.1 -0.6
H -1.0 0.3 0.5
H -0.1 -0.1 0.2
N 0.2 -0.2 0.5
H 0.0 0.2 -0.5
H 0.3 -0.3 -0.3
H -0.9 -0.4 0.8
H 0.0 0.9 0.5
H 0.2 -0.4 0.1
C 0.4 -0.4 0.1
C -0.9 0.4 -1.8
H -0.3 -0.1 0.1
H -0.2 0.4 -0.2
C -0.4 0.7 -0.5
C 0.9 0.3 0.1
H 0.3 -0.4 -0.9
H -0.5 -0.4 0.0
O -1.8 -2.1 -0.9
H 0.3 -0.3 -0.2
H 0.4 0.3 0.1
H 0.1 0.2 -0.6
H -0.1 0.6 1.1
H 0.2 -0.1 0.5
H -0.1 0.2 -0.1
H 0.0 0.2 0.0
S 0.5 0.5 -0.7
H -0.8 -0.2 -0.1
H 0.3 0.5 0.9
N -0.5 0.1 0.4
C -0.1 -0.8 1.8
H 0.4 -0.2 0.4
H -0.5 -0.1 -0.5
C 1.3 0.5 -1.0
H -0.8 -0.5 -0.1
O -1.2 -0.6 0.0
H 0.5 0.6 0.5
S 0.8 0.7 0.0
H -0.4 0.0 -0.1
H -0.3 -0.1 -0.3
C -2.0 -1.9 0.0
H 0.3 -0.3 -0.7
H -0.5 0.0 0.0
C 2.1 0.8 -0.4
H -0.9 0.0 0.0
H -0.6 -0.3 0.2
C 0.5 -0.1 -0.5
P 0.0 -0.1 0.4
H 0.5 -0.7 1.2
N -0.4 0.1 -0.3
H -0.2 -1.2 0.2
H -0.1 0.3 0.2
H 0.5 0.0 0.0
H 0.2 -0.7 -0.2
H 0.0 0.0 0.4
O -1.2 2.1 -0.5
H 0.5 -0.1 0.7
H -0.1 0.3 -0.6
H 0.2 -0.1 0.7
C 0.5 0.5 1.6

Calculated values
charge	-1
E_LUMO (spin up / spin down)	2.05 / -0.41	eV
multiplicity	2
molecular weight	870.583	g/mol
calculated total energy	-5292.8522	Eh
energy relative to the best compared isomer or geometry (same formula, charge and spin)	110.1	kJ/mol